Entry 1:
{"formula": "C4H4N2O", "method": "ωB97M-V/def2-TZVPD", "symbols": ["O", "N", "N", "C", "C", "C", "C", "H", "H", "H", "H"], "positions_angstrom": [[1.590, 1.430, -1.189], [-0.360, 0.261, -1.541], [-1.165, -1.080, 0.217], [0.692, 0.714, -0.761], [-1.245, -0.559, -1.055], [-0.199, -0.679, 1.004], [0.757, 0.409, 0.721], [-2.095, -0.854, -1.673], [-0.207, -1.066, 2.023], [1.762, 0.108, 0.969], [0.468, 1.316, 1.285]], "nbo_charge": [-0.52, -0.50, -0.49, 0.65, 0.32, 0.23, -0.62, 0.20, 0.19, 0.27, 0.28], "smiles": "O=C1CC=NC=N1", "total_energy_ha": -339.534406, "orbital_gap_ev": 8.64, "de_lowest_kcal_mol": 29.7, "charge": 0, "lumo_ev": -1.12}

***

Entry 2:
{"formula": "C4H4N2O", "method": "ωB97M-V/def2-TZVPD", "symbols": ["N", "C", "C", "O", "C", "C", "N", "H", "H", "H", "H"], "positions_angstrom": [[2.377, 1.091, 0.847], [1.837, 0.253, 0.127], [1.009, -0.452, -0.605], [0.078, -1.262, 0.037], [-1.235, -0.783, -0.124], [-1.409, 0.552, 0.498], [-1.446, 1.604, 0.979], [0.873, -0.214, -1.651], [1.318, 1.425, 0.721], [-1.509, -0.705, -1.188], [-1.895, -1.508, 0.358]], "nbo_charge": [-0.49, 0.29, -0.17, -0.48, -0.16, 0.25, -0.31, 0.21, 0.43, 0.21, 0.24], "total_energy_ha": -339.429290, "orbital_gap_ev": 9.75, "de_lowest_kcal_mol": 95.6, "charge": 0, "lumo_ev": 0.58}

***

Entry 3:
{"formula": "C4H4N2O2", "method": "ωB97M-V/def2-TZVPD", "symbols": ["C", "C", "C", "C", "H", "H", "H", "H", "N", "N", "O", "O"], "positions_angstrom": [[-0.638, -0.035, 0.631], [-0.866, -1.010, -0.283], [0.143, -0.561, -1.498], [1.565, 0.781, -0.268], [-1.965, -0.478, 2.156], [-1.587, -1.813, -0.157], [-0.072, -1.054, -2.400], [0.510, 1.403, 1.287], [1.236, -0.039, -1.450], [0.413, 0.885, 0.543], [-1.372, 0.561, 1.531], [2.633, 1.361, -0.092]], "nbo_charge": [0.50, -0.48, 0.19, 0.77, 0.48, 0.24, 0.18, 0.40, -0.48, -0.62, -0.62, -0.56], "total_energy_ha": -414.683490, "orbital_gap_ev": 8.20, "de_lowest_kcal_mol": 102.1, "charge": 0, "lumo_ev": -0.91}

***

Entry 4:
{"formula": "C4H4N2O2", "method": "ωB97M-V/def2-TZVPD", "symbols": ["C", "C", "C", "C", "H", "H", "H", "H", "N", "N", "O", "O"], "positions_angstrom": [[-2.006, -0.355, 0.122], [0.235, 0.321, 0.113], [1.376, 1.134, -0.141], [1.993, -0.914, -0.026], [-1.585, -1.360, 0.253], [-1.224, 1.676, 0.490], [1.495, 2.134, -0.173], [2.368, -1.856, 0.184], [-1.057, 0.622, 0.365], [2.439, 0.278, -0.183], [-3.163, -0.093, -0.361], [0.624, -0.909, 0.057]], "nbo_charge": [0.51, 0.44, -0.19, 0.26, 0.16, 0.44, 0.21, 0.20, -0.63, -0.41, -0.56, -0.42], "smiles": "O=CNc1cnco1", "total_energy_ha": -414.768176, "orbital_gap_ev": 9.27, "de_lowest_kcal_mol": 48.9, "charge": 0, "lumo_ev": 0.70}